DFT (the ωB97M-V functional and the def2-TZVPD basis) results for 7 unconnected molecules or ions with the total composition C14H42O14.

Atoms and positions in Å:
O 1.32 0.74 -1.44
O 1.87 5.49 -4.31
O 2.14 4.95 -1.56
O -4.02 -2.22 6.37
O -1.05 -0.56 1.05
O 0.14 4.05 4.06
O -2.49 -1.12 3.90
O -1.02 -3.52 2.66
O 2.42 2.42 3.54
O 1.73 -3.87 -0.86
O 1.49 -1.68 -2.93
O 2.82 0.07 -6.27
O 0.50 1.41 -4.25
O -3.64 -4.88 3.04
C 0.74 5.24 -3.50
C 1.42 1.86 -5.24
C 0.04 0.57 -0.76
C 0.13 2.68 4.38
C 1.17 1.80 3.51
C -3.92 -1.04 4.24
C 2.64 -2.65 -2.98
C -4.17 -0.97 5.69
C -3.11 -4.42 1.80
C -1.55 -4.40 1.68
C 0.13 -0.53 0.23
C 1.54 0.78 -6.30
C 2.83 -3.16 -1.51
C 1.05 4.37 -2.34
H -4.30 -1.95 3.78
H -0.55 -4.13 3.23
H 2.33 -3.48 -3.62
H -0.71 0.18 -1.45
H -3.31 -5.19 1.06
H -0.83 2.19 4.23
H 3.20 -2.35 -0.88
H -1.16 -4.15 0.70
H -3.49 -3.42 1.60
H -5.24 -0.73 5.71
H 1.44 3.39 -2.65
H -0.02 4.85 -4.17
H 2.40 6.26 -4.09
H 0.82 -0.14 0.98
H -3.57 -0.27 6.26
H -3.18 -4.50 3.79
H 0.22 2.62 5.47
H 0.70 0.10 -6.41
H -0.36 1.50 -0.36
H 3.74 -3.75 -1.43
H -0.93 -1.10 1.83
H 0.18 4.12 -1.74
H 2.86 5.05 -2.19
H -3.80 -2.09 7.30
H 1.50 -0.14 -1.76
H -4.49 -0.23 3.79
H -2.23 -1.94 3.47
H 0.56 6.25 -3.13
H 1.43 1.41 -7.18
H -1.06 -5.31 2.01
H 3.52 -2.14 -3.38
H 0.41 -1.48 -0.23
H 2.42 2.12 -4.87
H 0.94 0.89 -3.57
H 2.24 3.26 3.12
H 0.81 1.93 2.49
H 2.86 -0.35 -7.13
H 1.20 2.80 -5.73
H 1.17 -4.37 -1.46
H 0.67 -2.18 -2.92
H -0.75 4.36 3.88
H 1.21 0.74 3.76

Output
Frontier orbital gap (spin up / spin down) = 1.9 / 9.3 eV
Spin multiplicity = 2
LUMO (spin up / spin down) = 0.0839 / 0.0831 Ha
HOMO level (spin up / spin down) = 0.0138 / -0.2587 hartree
Net charge = -1



DFT (the ωB97M-V functional and the def2-TZVPD basis) results for 2 unconnected molecules or ions with the total composition C4H10OSi.

Atoms and positions in Å:
Si -0.08 -2.01 -2.59
O 1.36 -1.28 -2.41
C -0.69 1.89 1.70
C -0.84 -0.54 1.18
C 1.76 -0.22 -1.51
C -1.30 0.69 1.83
H -2.16 0.53 2.53
H 2.78 -0.57 -1.29
H 1.87 0.77 -2.00
H -0.90 -0.79 -2.86
H -0.80 -1.55 1.64
H -1.36 -0.81 0.28
H 1.09 -0.12 -0.69
H -1.07 2.70 2.27
H 0.09 1.95 1.06
H 0.25 -0.63 0.87

Output
Frontier orbital gap = 8.1 eV
LUMO = -0.0091 Ha
HOMO level = -0.3060 hartree



| no. | largest force on an atom (eV/Å) |
| --- | --- |
| 1 | 3.336 |
| 2 | 4.226 |